The following is a DFT calculation (wB97M-V/def2-TZVPD) of a cluster of 10 separate species, C32H58Cl8N6 in total.

Structure (ORCA input):
```
! wB97M-V def2-TZVPD RIJCOSX def2/J DEFGRID3
* xyz -1 2
C -25.695 5.964 28.004
C -26.994 6.710 28.128
C -28.304 5.811 27.755
C -28.135 5.173 26.465
N -27.922 4.610 25.484
H -25.905 4.962 28.377
H -25.039 6.638 28.555
H -25.241 5.909 27.015
H -27.079 7.684 27.646
H -27.075 6.892 29.199
H -29.169 6.464 27.636
H -28.429 5.002 28.475
C -16.385 0.585 28.988
C -17.408 0.422 27.837
C -17.009 -0.576 26.687
C -16.185 -1.779 27.019
N -15.468 -2.684 27.302
H -16.360 1.584 29.424
H -15.394 0.460 28.554
H -16.434 -0.210 29.732
H -17.669 1.336 27.304
H -18.367 0.089 28.235
H -16.532 0.043 25.927
H -17.933 -0.972 26.267
C -23.159 10.504 32.299
C -23.255 10.195 30.792
C -23.118 8.775 30.406
C -22.530 8.551 29.050
N -22.044 8.337 28.015
H -23.460 9.773 33.050
H -23.824 11.357 32.431
H -22.128 10.802 32.485
H -22.536 10.887 30.353
H -24.202 10.528 30.366
H -24.072 8.265 30.538
H -22.516 8.272 31.162
C -18.099 0.838 20.609
C -19.147 0.182 21.629
C -18.508 0.125 22.972
C -17.586 -0.953 23.328
N -16.828 -1.808 23.627
H -17.127 0.388 20.816
H -17.977 1.906 20.786
H -18.529 0.617 19.632
H -19.437 -0.833 21.356
H -20.080 0.726 21.478
H -19.240 0.118 23.779
H -17.967 1.060 23.116
C -17.885 8.615 26.194
C -16.434 8.474 26.635
C -15.989 9.501 27.745
C -16.619 9.327 28.997
N -17.115 9.138 30.066
H -17.841 9.328 25.370
H -18.556 8.788 27.035
H -18.278 7.797 25.590
H -15.820 8.426 25.736
H -16.164 7.510 27.065
H -16.159 10.545 27.481
H -14.913 9.398 27.883
C -22.307 4.805 27.988
C -21.286 3.931 27.224
C -20.458 4.607 26.148
C -19.588 3.613 25.495
N -18.932 2.752 24.990
H -23.061 5.167 27.289
H -21.722 5.638 28.379
H -22.772 4.102 28.680
H -21.831 3.148 26.696
H -20.596 3.523 27.963
H -19.781 5.407 26.447
H -21.071 5.168 25.442
Cl -22.788 0.990 22.214
C -24.192 2.009 22.534
C -24.446 2.098 24.025
Cl -24.550 0.409 24.737
H -24.988 1.550 21.948
H -24.013 2.983 22.080
H -25.359 2.646 24.258
H -23.548 2.477 24.513
Cl -23.765 10.710 23.762
C -22.786 9.728 24.842
C -22.316 8.366 24.242
Cl -21.260 8.503 22.837
H -23.229 9.629 25.833
H -21.927 10.398 24.805
H -23.140 7.681 24.039
H -21.755 7.743 24.939
Cl -26.384 -0.985 29.098
C -27.118 0.623 29.280
C -26.527 1.611 28.223
Cl -24.700 1.885 28.435
H -26.945 0.925 30.313
H -28.197 0.566 29.144
H -27.078 2.545 28.335
H -26.698 1.309 27.190
Cl -19.672 7.259 30.722
C -18.356 6.197 31.395
C -17.526 5.742 30.154
Cl -18.562 4.430 29.498
H -18.697 5.301 31.913
H -17.747 6.792 32.076
H -16.513 5.458 30.440
H -17.305 6.535 29.440
*
```

Properties
⟨S²⟩	0.75
energy relative to the best compared isomer or geometry (same formula, charge and spin)	47.0	kcal per mole
LUMO level (spin up / spin down)	1.79 / 1.76	eV
frontier orbital gap (spin up / spin down)	1.620 / 10.498	eV

Löwdin atomic charge list, values in e, 99 entries:
1 C -0.17
2 C -0.32
3 C -0.22
4 C -0.31
5 N 0.12
6 H 0.06
7 H 0.05
8 H 0.06
9 H 0.08
10 H 0.04
11 H 0.09
12 H 0.09
13 C -0.10
14 C -0.23
15 C -0.20
16 C -0.22
17 N 0.11
18 H 0.05
19 H 0.06
20 H 0.07
21 H 0.08
22 H 0.10
23 H 0.10
24 H 0.10
25 C -0.12
26 C -0.32
27 C -0.25
28 C -0.22
29 N 0.15
30 H 0.06
31 H 0.06
32 H 0.07
33 H 0.11
34 H 0.08
35 H 0.08
36 H 0.09
37 C -0.08
38 C -0.24
39 C -0.25
40 C -0.21
41 N 0.15
42 H 0.06
43 H 0.07
44 H 0.06
45 H 0.11
46 H 0.06
47 H 0.11
48 H 0.09
49 C -0.10
50 C -0.24
51 C -0.19
52 C -0.23
53 N 0.15
54 H 0.07
55 H 0.08
56 H 0.06
57 H 0.10
58 H 0.09
59 H 0.12
60 H 0.12
61 C -0.09
62 C -0.27
63 C -0.20
64 C -0.18
65 N 0.15
66 H 0.05
67 H 0.05
68 H 0.04
69 H 0.10
70 H 0.06
71 H 0.10
72 H 0.11
73 Cl 0.55
74 C -0.67
75 C -0.59
76 Cl 0.47
77 H 0.07
78 H 0.07
79 H 0.07
80 H 0.05
81 Cl 0.51
82 C -0.68
83 C -0.68
84 Cl 0.52
85 H 0.05
86 H 0.03
87 H 0.06
88 H 0.03
89 Cl 0.51
90 C -0.66
91 C -0.58
92 Cl 0.45
93 H 0.06
94 H 0.06
95 H 0.04
96 H 0.05
97 Cl 0.51
98 C -0.63
99 C -0.64

=====

The following is a DFT calculation (wB97M-V/def2-TZVPD) of a cluster of 11 separate species, C32H58O18 in total.

Structure (ORCA input):
```
! wB97M-V def2-TZVPD RIJCOSX def2/J DEFGRID3
* xyz 0 1
O -7.876 -4.863 1.285
C -7.987 -4.122 2.249
C -8.620 -4.435 3.605
C -8.876 -3.013 4.121
C -7.792 -2.197 3.489
O -7.739 -2.815 2.177
H -9.546 -5.002 3.511
H -7.979 -5.026 4.258
H -9.908 -2.690 3.980
H -8.862 -3.042 5.210
H -8.110 -1.160 3.386
H -6.794 -2.207 3.930
O 3.216 0.628 8.808
C 3.177 1.819 8.593
C 4.069 2.934 9.127
C 3.528 4.126 8.276
C 2.247 3.679 7.737
O 2.256 2.277 7.712
H 3.830 3.078 10.180
H 5.128 2.774 8.924
H 3.278 4.973 8.915
H 4.240 4.420 7.505
H 1.433 4.080 8.342
H 2.101 4.008 6.709
O 3.939 7.819 -1.552
C 5.004 7.681 -2.088
C 6.278 7.300 -1.400
C 7.256 7.378 -2.572
C 6.386 7.111 -3.767
O 5.138 7.652 -3.442
H 6.525 8.046 -0.644
H 6.207 6.343 -0.882
H 7.746 8.345 -2.681
H 8.090 6.683 -2.467
H 6.791 7.622 -4.641
H 6.237 6.041 -3.908
O 2.271 0.787 -1.273
C 1.390 0.718 -0.467
C 1.419 0.693 1.038
C -0.076 0.579 1.367
C -0.681 -0.090 0.113
O 0.157 0.440 -0.886
H 1.999 -0.190 1.307
H 1.939 1.583 1.394
H -0.319 0.060 2.294
H -0.493 1.556 1.612
H -0.752 -1.169 -0.025
H -1.700 0.283 0.013
O -5.753 5.244 2.954
C -5.103 5.837 2.086
C -5.279 5.743 0.598
C -4.031 6.538 0.147
C -3.556 7.352 1.382
O -4.058 6.621 2.415
H -5.149 4.711 0.273
H -6.159 6.250 0.201
H -3.273 5.798 -0.111
H -4.376 7.116 -0.710
H -2.469 7.352 1.469
H -4.008 8.334 1.521
O -1.102 -8.587 0.341
C -1.340 -9.680 -0.149
C -0.836 -11.092 0.226
C -1.321 -11.891 -0.944
C -2.336 -11.031 -1.608
O -2.160 -9.754 -1.099
H 0.229 -10.939 0.394
H -1.299 -11.442 1.148
H -0.523 -12.064 -1.666
H -1.716 -12.875 -0.693
H -2.203 -10.783 -2.662
H -3.344 -11.443 -1.550
O 5.796 -4.849 -5.160
C 5.887 -4.863 -3.944
C 4.825 -5.380 -2.987
C 5.535 -5.109 -1.650
C 6.836 -4.383 -1.889
O 6.889 -4.284 -3.305
H 3.899 -4.872 -3.258
H 4.725 -6.455 -3.135
H 4.907 -4.602 -0.918
H 5.781 -6.077 -1.214
H 6.732 -3.404 -1.421
H 7.705 -4.885 -1.465
C 0.413 3.966 -7.577
O -0.648 4.249 -8.507
H -0.032 3.576 -6.662
H 1.129 3.245 -7.973
H 0.859 4.931 -7.339
H -0.342 4.108 -9.406
C 8.671 2.456 3.843
O 7.695 1.483 3.942
H 9.072 2.815 4.791
H 9.493 2.221 3.168
H 8.129 3.288 3.394
H 7.967 0.690 4.409
C -6.399 -4.492 -5.990
O -5.712 -3.973 -4.869
H -6.287 -3.856 -6.868
H -5.924 -5.419 -6.314
H -7.439 -4.727 -5.763
H -6.058 -4.329 -4.047
C -5.508 1.956 -5.391
O -5.473 2.189 -6.771
H -5.531 2.890 -4.830
H -6.408 1.365 -5.221
H -4.631 1.367 -5.124
H -4.552 2.359 -6.984
*
```

Properties
SMILES	O=C1CCCO1.O=C1CCCO1.O=C1CCCO1.O=C1CCCO1.O=C1CCCO1.O=C1CCCO1.O=C1CCCO1.CO.CO.CO.CO
LUMO level	0.26	eV
frontier orbital gap	10.146	eV

Löwdin atomic charge list, values in e, 99 entries:
1 O 0.09
2 C -0.48
3 C -0.07
4 C -0.18
5 C -0.13
6 O 0.02
7 H 0.12
8 H 0.12
9 H 0.12
10 H 0.11
11 H 0.13
12 H 0.13
13 O 0.11
14 C -0.46
15 C -0.04
16 C -0.17
17 C -0.22
18 O 0.04
19 H 0.13
20 H 0.12
21 H 0.11
22 H 0.12
23 H 0.13
24 H 0.13
25 O 0.12
26 C -0.48
27 C -0.07
28 C -0.17
29 C -0.19
30 O 0.03
31 H 0.13
32 H 0.13
33 H 0.12
34 H 0.12
35 H 0.13
36 H 0.13
37 O 0.12
38 C -0.51
39 C -0.07
40 C -0.14
41 C -0.15
42 O 0.02
43 H 0.13
44 H 0.13
45 H 0.11
46 H 0.11
47 H 0.13
48 H 0.12
49 O 0.08
50 C -0.45
51 C -0.07
52 C -0.14
53 C -0.18
54 O 0.02
55 H 0.13
56 H 0.13
57 H 0.11
58 H 0.11
59 H 0.13
60 H 0.13
61 O 0.09
62 C -0.53
63 C -0.06
64 C -0.17
65 C -0.17
66 O 0.08
67 H 0.13
68 H 0.13
69 H 0.12
70 H 0.12
71 H 0.13
72 H 0.13
73 O 0.09
74 C -0.49
75 C -0.05
76 C -0.16
77 C -0.15
78 O 0.05
79 H 0.13
80 H 0.12
81 H 0.11
82 H 0.11
83 H 0.12
84 H 0.13
85 C -0.15
86 O -0.14
87 H 0.07
88 H 0.08
89 H 0.07
90 H 0.06
91 C -0.20
92 O -0.11
93 H 0.07
94 H 0.07
95 H 0.08
96 H 0.08
97 C -0.17
98 O -0.12
99 H 0.08